16
Properties=species:S:1:pos:R:3 method="wB97M-V/def2-TZVPD" orbital_gap_ev=8.350 e_homo_ev=-7.90 relative_energy_kcal_mol=106.3 charge=0
O -1.31703 -0.03918 0.58489
N 1.53492 3.03842 -1.30200
C -1.76895 -1.41274 0.62896
C -0.56275 0.45419 -0.69630
C 0.67948 0.92132 -0.06682
C 1.80633 -0.07924 0.18269
C 1.14473 2.12329 -0.69806
H -1.33709 -1.95713 -0.21573
H -1.46448 -1.87520 1.56750
H 2.20337 -0.54609 -0.73005
H -0.44862 0.39493 1.10580
H -0.56857 -0.43193 -1.34275
H -1.18518 1.25213 -1.09912
H 2.63736 0.44174 0.67014
H 1.50302 -0.88034 0.87029
H -2.85656 -1.40417 0.54058